Molecular formula: C21H28N4O5S
Method: DFT, the ωB97M-V functional and the def2-TZVPD basis

Its LUMO energy is 0.45 eV. As for the energy above the lowest of the compared OMol25 structures with the same formula, charge and spin: 2.269 eV. As for the SMILES: Cc1nn(C)c(C)c1S(=O)(=O)N1CCC[C@H](C(=O)NC[C@@H]2COc3ccccc3O2)C1. Its charge is 0. The value obtained for the orbital gap is 8.368 eV.

Atoms and positions in Å:
1 C 2.86402 0.79433 -2.73735
2 C 3.21484 0.13600 -1.45415
3 N 4.46240 -0.10781 -1.09989
4 N 4.41859 -0.71171 0.09054
5 C 5.63080 -1.12064 0.73756
6 C 3.15459 -0.87495 0.53073
7 C 2.82277 -1.53320 1.81498
8 C 2.33871 -0.33081 -0.45006
9 S 0.58367 -0.21387 -0.40275
10 O 0.06276 -0.21165 -1.74118
11 O 0.08140 -1.16654 0.54354
12 N 0.22712 1.28359 0.20147
13 C 0.44109 1.57488 1.59555
14 C -0.60811 2.58325 2.06815
15 C -0.62599 3.81695 1.16546
16 C -0.79725 3.39837 -0.30280
17 C -2.21063 2.82794 -0.48278
18 O -3.17010 3.41961 -0.02356
19 N -2.33702 1.69506 -1.20037
20 C -3.62093 1.05072 -1.34676
21 C -3.64203 -0.32781 -0.67957
22 C -3.17728 -0.29242 0.77928
23 O -3.25889 -1.57920 1.34588
24 C -2.63747 -2.52780 0.56920
25 C -2.25622 -3.72661 1.15319
26 C -1.59856 -4.68544 0.40697
27 C -1.30418 -4.44580 -0.92520
28 C -1.69917 -3.26404 -1.52100
29 C -2.38084 -2.30492 -0.78523
30 O -2.79216 -1.17172 -1.43262
31 C 0.33123 2.43380 -0.66016
32 H 1.88176 0.45920 -3.05932
33 H 2.84732 1.87760 -2.61871
34 H 3.61014 0.54802 -3.48796
35 H 6.45887 -0.79917 0.11015
36 H 5.66110 -2.20602 0.84967
37 H 5.71602 -0.65925 1.72274
38 H 1.75152 -1.71072 1.85238
39 H 3.34526 -2.48501 1.90122
40 H 3.11622 -0.90757 2.65883
41 H 1.45342 1.98309 1.75210
42 H 0.34984 0.63240 2.13678
43 H -1.59128 2.11235 2.04234
44 H -0.39375 2.87287 3.09782
45 H 0.30737 4.37405 1.27602
46 H -1.45543 4.46501 1.44888
47 H -0.73658 4.28863 -0.93839
48 H -1.54450 1.13130 -1.47888
49 H -3.83962 0.91656 -2.41060
50 H -4.37008 1.70415 -0.89363
51 H -4.66827 -0.73134 -0.70968
52 H -3.81565 0.35900 1.37868
53 H -2.13664 0.05577 0.81172
54 H -2.47728 -3.87901 2.19783
55 H -1.30266 -5.61433 0.87100
56 H -0.77133 -5.18460 -1.50487
57 H -1.48737 -3.05233 -2.55661
58 H 1.29938 2.93959 -0.51356
59 H 0.27506 2.09221 -1.69304

Forces on atoms 1 to 2 (eV/Å):
C 0.119 0.040 -0.088
C 0.086 -0.068 0.139

Charges computed using natural (NBO), reported in e:
1. C -0.655
2. C 0.180
3. N -0.272
4. N -0.155
5. C -0.411
6. C 0.232
7. C -0.673
8. C -0.513
9. S 2.377
10. O -0.951
11. O -0.944
12. N -0.702
13. C -0.228
14. C -0.408
15. C -0.397
16. C -0.307
17. C 0.688
18. O -0.649
19. N -0.635
20. C -0.242
21. C 0.064
22. C -0.101
23. O -0.502
24. C 0.295
25. C -0.263
26. C -0.225
27. C -0.226
28. C -0.228
29. C 0.216
30. O -0.496
31. C -0.240
32. H 0.247
33. H 0.221
34. H 0.236
35. H 0.242
36. H 0.209
37. H 0.208
38. H 0.273
39. H 0.228
40. H 0.225
41. H 0.175
42. H 0.233
43. H 0.214
44. H 0.218
45. H 0.198
46. H 0.244
47. H 0.239
48. H 0.430
49. H 0.210
50. H 0.244
51. H 0.185
52. H 0.205
53. H 0.187
54. H 0.220
55. H 0.210
56. H 0.211
57. H 0.224
58. H 0.192
59. H 0.237